Entry 1:
8 unconnected molecules or ions with the total composition C29H61F9O12S in a non-equilibrium geometry, computed with wB97M-V/def2-TZVPD.

SMILES: C[C@@H](F)[C@]1(S(=O)(=O)C(F)(F)C(F)(F)C(F)(F)F)OC(=O)O[C@H]1F.CC(C)O.CC(C)O.CC(C)O.CC(C)O.CC(C)O.CC(C)O.CC(C)O
Strongest force on any atom in eV/Å: 1.979
Net charge: 0
Multiplicity: 1
LUMO energy in eV: 0.286
E_tot in Eh: -3341.37367

Geometry as XYZ:
```
112
Properties=species:S:1:pos:R:3:forces:R:3
C 3.68817 3.85966 -0.72074 0.1854 0.2842 0.4529
C 2.74409 3.88167 0.46354 0.5774 -0.7120 0.2260
F 2.29157 5.16745 0.68393 -0.0979 -0.0004 -0.0677
C 1.50314 2.98668 0.27275 -0.7370 1.6111 -0.8820
S 0.49427 2.66907 1.76644 -0.7090 0.2328 0.3635
O 0.54745 3.84330 2.57430 0.4723 -0.1076 -0.0252
O -0.76299 2.16336 1.31053 0.2521 -0.3690 -0.0962
C 1.19158 1.26279 2.84257 0.0496 -0.2990 0.2294
F 0.51614 0.13392 2.58992 0.2291 0.4482 -0.0580
F 0.87231 1.68220 4.07932 -0.0047 -0.0615 -0.1950
C 2.71978 0.96505 2.88700 -0.0493 -0.1891 0.3731
F 2.89568 0.14970 3.94917 -0.0568 0.2471 -0.1634
F 3.36836 2.12695 3.12269 -0.0808 -0.2937 -0.0879
C 3.36757 0.23385 1.66023 0.1114 0.0693 0.1220
F 2.45311 -0.42622 0.96105 0.1577 0.0359 -0.0373
F 3.98750 1.12148 0.87734 -0.1427 -0.1158 -0.0152
F 4.27737 -0.63737 2.09817 -0.0638 0.1003 -0.1214
O 1.69989 1.85122 -0.50925 0.4690 -0.4637 0.6530
C 0.70889 1.71329 -1.43766 -0.1054 -1.0671 -0.5903
O 0.64243 0.77332 -2.16133 -0.1522 0.3228 0.3453
O -0.09856 2.76562 -1.41580 -0.2062 0.4643 -0.0491
C 0.54722 3.78930 -0.68128 -0.1477 0.1119 -0.2627
F -0.35485 4.60485 -0.12120 -0.0984 -0.3142 0.1010
H 3.35689 4.53112 -1.50398 -0.1622 -0.0897 -0.2737
H 3.87617 2.85543 -1.07430 -0.1384 -0.1775 -0.1949
H 4.63355 4.25665 -0.37037 0.1706 0.1583 -0.0751
H 3.30450 3.58517 1.34176 -0.1006 -0.0352 0.2657
H 1.12787 4.36802 -1.39504 0.1950 0.1866 0.1074
C -1.39136 -1.44939 0.38011 -0.0953 0.1108 0.0027
C -2.32588 -1.69247 -0.79834 0.3540 -0.0911 -0.0390
C -1.83201 -2.83239 -1.67760 -0.1005 -0.0416 -0.0548
O -2.48859 -0.51229 -1.57879 -0.1213 0.0688 0.0627
H -0.39412 -1.17019 0.02620 0.0115 -0.0683 -0.0500
H -1.75947 -0.63307 1.00164 -0.0355 -0.0012 -0.0048
H -1.29675 -2.34504 0.99624 0.0319 0.0041 0.0037
H -3.32245 -1.93011 -0.42176 -0.0513 0.0456 -0.0292
H -0.85324 -2.58678 -2.09847 0.0412 -0.0010 0.0564
H -2.51974 -2.99605 -2.50867 -0.0300 -0.0015 0.0225
H -1.74071 -3.76150 -1.11233 0.0160 0.0026 0.0018
H -1.62818 -0.27239 -1.94044 0.0983 0.0295 -0.0224
C -3.00566 7.27014 1.57437 0.0486 0.1104 -0.0481
C -4.00562 6.77728 0.54041 0.2086 -0.2440 0.1250
C -4.42111 5.33840 0.80824 -0.0761 0.0000 -0.0883
O -3.46079 6.89819 -0.77397 -0.1251 0.1222 -0.0115
H -2.09815 6.66068 1.53806 -0.0231 -0.0590 0.0509
H -2.71770 8.30158 1.37023 -0.0405 0.0131 -0.0039
H -3.41523 7.21532 2.58372 0.0000 -0.0224 0.0051
H -4.88763 7.41883 0.55038 -0.0039 0.0404 -0.0886
H -3.55189 4.67671 0.75673 0.0278 0.0142 0.0611
H -5.13780 5.00232 0.05898 -0.0189 0.0180 0.0041
H -4.87308 5.23286 1.79534 0.0138 -0.0026 0.0133
H -2.67893 6.33763 -0.81331 0.0346 -0.0342 -0.0132
C 3.26038 -2.98028 5.42919 -0.1059 0.0501 0.0151
C 2.77801 -3.84294 4.27332 0.2681 0.1060 -0.0153
C 3.94058 -4.49186 3.53734 -0.0666 -0.0579 -0.0643
O 1.99893 -3.06210 3.36205 -0.1419 -0.1107 0.0629
H 3.89707 -2.17037 5.06068 0.0668 -0.0470 -0.0110
H 2.41500 -2.52493 5.94511 -0.0193 -0.0345 0.0105
H 3.83241 -3.56741 6.14849 0.0103 -0.0027 0.0004
H 2.10795 -4.61597 4.64948 -0.0862 0.0281 -0.0422
H 4.59817 -3.72675 3.11354 0.0331 0.0155 0.0586
H 3.57599 -5.10507 2.71267 -0.0134 -0.0153 0.0121
H 4.53113 -5.12091 4.20475 0.0138 0.0082 0.0078
H 2.57761 -2.37632 3.01554 0.0276 0.0255 -0.0438
C 0.89298 -7.54935 3.19807 0.1061 0.0686 0.0174
C 0.68675 -7.68797 4.69901 -0.2578 -0.0104 -0.2308
C -0.45373 -8.64061 5.02231 0.0169 0.0114 0.1293
O 0.45057 -6.40879 5.28712 0.1593 -0.0440 0.1142
H -0.00552 -7.14071 2.72816 -0.0372 -0.0494 0.0004
H 1.71508 -6.86529 2.98618 0.0150 -0.0101 0.0118
H 1.11352 -8.51283 2.73692 -0.0144 -0.0094 -0.0025
H 1.60577 -8.05217 5.16007 0.0270 0.0566 0.0565
H -1.39121 -8.26412 4.60428 0.0103 -0.0157 -0.0657
H -0.58410 -8.72861 6.10071 0.0254 -0.0089 0.0071
H -0.26972 -9.63380 4.61113 -0.0034 -0.0001 -0.0192
H -0.35596 -6.05060 4.90198 -0.0287 0.0364 -0.0203
C -5.13660 -4.60395 -4.56997 0.0380 -0.2395 -0.1395
C -4.32765 -5.85449 -4.87725 0.0917 0.2281 0.2589
C -3.62470 -6.38641 -3.63648 0.0511 -0.1125 -0.0588
O -3.37465 -5.59135 -5.90885 -0.0837 -0.1590 -0.0705
H -4.48791 -3.80496 -4.20926 0.0199 0.0174 0.0731
H -5.63282 -4.23640 -5.46462 -0.0267 0.0199 -0.0214
H -5.89187 -4.79964 -3.80717 0.0086 0.0308 0.0215
H -4.98335 -6.62812 -5.27989 0.0323 -0.0134 -0.0868
H -2.92763 -5.63840 -3.24769 -0.0489 0.0441 0.0299
H -3.05004 -7.28221 -3.87391 -0.0231 -0.0114 -0.0110
H -4.33991 -6.62927 -2.84927 -0.0052 0.0192 0.0112
H -2.78072 -4.90691 -5.58461 0.0180 0.0553 -0.0061
C -5.46119 0.04130 -3.03562 -0.0095 -0.1021 0.0776
C -5.44561 -0.49260 -4.45698 -0.2531 0.1921 0.1134
C -6.08370 0.48123 -5.43608 0.0285 -0.0896 -0.1104
O -6.09991 -1.76189 -4.51818 0.0929 0.0458 -0.0820
H -6.49004 0.19935 -2.69653 -0.0213 0.0576 -0.0838
H -4.99146 -0.67120 -2.36078 0.0679 0.0339 0.0070
H -4.92346 0.98622 -2.95939 0.0129 0.0041 0.0178
H -4.41427 -0.68587 -4.75671 0.0066 -0.0812 -0.0120
H -7.13171 0.64949 -5.17302 0.0079 0.0436 0.0547
H -6.05721 0.07941 -6.44928 0.0271 -0.0018 0.0007
H -5.57022 1.44338 -5.42878 -0.0057 0.0095 0.0195
H -7.01782 -1.63177 -4.25878 -0.0340 0.0246 0.0228
C 6.95543 8.00046 -2.48877 -0.1363 0.0183 0.0016
C 6.88899 6.96877 -1.37423 0.2251 -0.0087 -0.2343
C 8.25577 6.36982 -1.08208 -0.0567 -0.0877 0.0908
O 5.95415 5.93769 -1.70602 -0.0542 0.0366 0.1367
H 7.30576 7.53627 -3.41474 0.0683 -0.0036 0.0158
H 5.96824 8.41976 -2.68149 -0.0049 0.0134 0.0271
H 7.63551 8.81388 -2.23503 0.0194 -0.0039 -0.0015
H 6.49490 7.43465 -0.47059 -0.0784 -0.0423 0.0207
H 8.64328 5.85916 -1.96785 0.0202 0.0560 -0.0360
H 8.18926 5.63532 -0.27937 -0.0070 0.0200 0.0222
H 8.97087 7.13930 -0.79046 0.0076 0.0110 -0.0136
H 6.27160 5.50391 -2.50508 0.0192 -0.0054 -0.0435
```
Positions in Å, forces in eV/Å.

Atomic partial charges in e from the Mulliken method, atoms 1 to 2: -1.70 0.25

Entry 2:
C4H6S in the gas phase in a non-equilibrium geometry, computed with wB97M-V/def2-TZVPD.

SMILES: S=CC1CC1
Strongest force on any atom in eV/Å: 4.239
Net charge: 0
Multiplicity: 1
LUMO energy in eV: -0.164
E_tot in Eh: -554.10929

Geometry as XYZ:
```
11
Properties=species:S:1:pos:R:3:forces:R:3
S 2.00530 0.09446 0.03719 -0.6703 -0.1515 -0.0241
C 0.46716 -0.37820 -0.26271 2.4264 2.6591 2.2381
C -0.70616 0.13664 0.46742 -0.3250 -0.9782 -0.0810
C -1.86566 -0.76746 0.09624 -2.7998 2.7539 0.6023
C -1.82194 0.79323 -0.32818 0.9992 -1.0674 -0.0147
H 0.41127 -1.12242 -0.97853 -0.9046 -1.3335 -1.5158
H -0.60186 0.50601 1.50647 0.3160 -0.5164 -0.8485
H -2.73072 -0.92810 0.89817 2.1492 -0.1813 -2.1324
H -1.69556 -1.38320 -0.80693 -0.4460 -0.0742 1.1850
H -1.55052 1.19898 -1.32668 -0.4559 -0.8781 0.6201
H -2.35794 1.51218 0.27578 -0.2894 -0.2323 -0.0289
```
Positions in Å, forces in eV/Å.

Atomic partial charges in e from the natural (NBO) method, atoms 1 to 2: 0.02 -0.22

Entry 3:
C5H6ClFSi in the gas phase in a non-equilibrium geometry, computed with wB97M-V/def2-TZVPD.

Strongest force on any atom in eV/Å: 5.515
Net charge: 0
Multiplicity: 1
LUMO energy in eV: -1.133
E_tot in Eh: -1043.47523

Geometry as XYZ:
```
14
Properties=species:S:1:pos:R:3:forces:R:3
C 1.00444 -1.13552 0.34218 2.8255 -0.1627 0.7517
C -0.31183 -0.78759 0.12539 -4.2407 -2.7336 -2.2279
C 1.99476 -0.43864 -0.25217 0.7261 0.4648 -0.9491
C -0.77737 0.43176 0.17536 -0.5602 1.8871 1.3467
C 3.27348 -0.56728 0.39959 1.2675 -0.2440 -0.3194
F 4.23402 0.13780 -0.27170 -1.3629 -0.4047 0.4205
Si -2.56576 0.94777 -0.12754 -0.2328 -3.5399 -1.7608
Cl 0.27167 1.69102 0.86158 -0.5853 0.2520 -0.3046
H 1.24481 -1.85965 1.12282 0.1657 0.1297 -0.1914
H -1.09322 -1.61149 -0.21599 1.6438 1.5796 0.8500
H 1.84509 0.25558 -1.12870 -0.0668 -0.7378 1.0689
H -2.82022 2.23819 0.21143 -0.4279 2.5109 0.8844
H -3.61859 -0.06040 0.37463 0.8836 0.7058 0.0787
H -2.68129 0.75843 -1.61688 -0.0355 0.2928 0.3523
```
Positions in Å, forces in eV/Å.

Atomic partial charges in e from the natural (NBO) method, atoms 1 to 2: -0.06 -0.28